Record 1
Below is a structure of composition C13H8NO4S4SbSeTcTe, with properties calculated with the ωB97M-V functional and the def2-TZVPD basis.

```
34
C13H8NO4S4SbSeTcTe (the ωB97M-V functional and the def2-TZVPD basis)
O 1.87 1.87 5.33
S 0.74 5.91 -3.75
S 0.17 2.13 -3.67
C -0.30 -3.78 -0.01
Te 0.79 -1.14 -1.00
Sb -0.85 4.37 -3.81
H -1.65 2.02 3.62
C 0.46 1.92 3.47
O 3.47 1.85 0.32
H -0.98 -5.64 0.79
O 1.77 2.11 -1.10
S -1.37 3.70 -1.42
H 0.16 -3.14 -3.32
C 1.53 1.91 2.57
C -0.82 2.01 2.94
C -0.84 -5.70 -1.35
C -1.01 2.07 1.57
C 0.68 1.81 4.98
O -0.37 1.74 5.64
H -0.62 -5.48 -3.47
C 2.30 1.97 0.17
Tc -0.09 1.95 -1.48
C -0.09 -3.69 -2.42
C 1.26 1.97 1.23
C 0.03 -3.08 -1.18
H -0.22 -3.30 0.95
S -2.69 4.41 -5.07
N 0.03 2.03 0.72
H -1.99 2.13 1.13
C -0.53 -5.00 -2.51
H 2.54 1.86 2.94
C -0.73 -5.09 -0.11
Se -1.48 0.02 -1.28
H -1.17 -6.73 -1.42
```

Net charge: -1
Frontier orbital gap (spin up / spin down) in hartree: 0.191 / 0.191

Record 2
Below is a structure of composition C12H10BrCl3O2Pd, with properties calculated with the ωB97M-V functional and the def2-TZVPD basis.

```
29
C12H10BrCl3O2Pd (the ωB97M-V functional and the def2-TZVPD basis)
Pd 0.00 0.00 0.00
O -2.08 0.18 2.42
H -0.18 2.14 1.99
C -3.32 -0.67 -4.69
C -4.05 -1.40 -3.73
Cl -2.12 -0.50 5.24
H -5.56 -0.74 -2.22
C -3.69 0.68 -4.58
Br -2.17 -0.18 -0.59
C -4.87 -0.50 -3.03
H -3.99 -2.47 -3.55
C -0.08 2.24 -0.23
C 1.61 1.28 0.99
H -3.31 1.50 -5.19
H -5.14 1.71 -3.23
H 2.80 0.65 -0.78
C 1.93 1.15 -0.38
H -1.00 2.73 -0.49
C 0.35 1.93 1.08
H -2.60 -1.09 -5.39
C -0.93 -0.32 2.79
C 0.88 1.72 -1.14
C -4.65 0.79 -3.56
Cl -0.27 -2.48 4.24
Cl 0.67 0.18 4.89
C -0.69 -0.75 4.21
H 2.18 0.89 1.81
H 0.82 1.75 -2.21
O 0.06 -0.45 1.92
```

Expectation value of S²: 6.030
Energy above the lowest of the compared OMol25 structures with the same formula, charge and spin in kcal per mole: 0.0
2S+1: 5
Net charge: 0
Frontier orbital gap (spin up / spin down) in hartree: 0.308 / 0.190

Record 3
Below is a structure of composition C21H42ClI2NO7Si2, with properties calculated with the ωB97M-V functional and the def2-TZVPD basis.

```
76
C21H42ClI2NO7Si2 (the ωB97M-V functional and the def2-TZVPD basis)
C 0.12 -1.31 0.11
C 5.96 -0.22 2.38
H -0.25 2.90 5.12
O 3.37 4.05 2.73
O 1.32 1.18 1.18
H -2.93 0.34 4.02
H 4.29 2.00 4.06
Cl 1.04 4.07 0.26
Si 0.98 0.33 -0.24
C 4.49 -0.59 0.52
C -2.77 -1.68 -5.20
H -0.35 -1.60 -0.82
O 0.95 5.34 3.35
C 3.90 0.48 -0.38
H 2.06 -2.20 0.66
H 3.80 1.35 2.52
H 0.95 -3.91 2.25
H 3.75 1.43 0.14
H -1.03 1.63 -1.13
H 2.73 -1.09 -1.27
H -0.89 0.37 2.42
C -6.40 -4.04 -3.40
H -0.47 -2.89 2.16
H -0.67 -1.15 0.84
H -1.03 1.84 -3.73
H 4.65 0.68 -1.14
H -5.72 -3.52 -5.39
O -0.24 0.35 -2.54
O -1.60 -1.37 -4.47
C 3.43 1.78 3.44
H 5.20 -0.79 2.92
C -1.26 2.45 1.82
C -3.15 -3.12 -4.91
O 5.78 -0.27 0.98
H -1.60 3.22 2.52
C -1.71 1.08 2.40
H 5.99 0.80 2.74
H -1.16 4.33 4.70
C 1.01 -2.46 0.65
H 2.61 0.47 -2.07
H -1.80 2.64 0.91
H 0.25 4.43 5.81
H -2.21 0.69 -3.05
H -1.69 0.43 -5.51
C -5.33 -3.99 -4.49
C 2.63 -0.02 -1.10
O -4.26 -3.18 -4.01
H -3.39 -3.64 -5.83
H -3.58 -1.03 -4.87
N 1.29 3.01 3.15
H -2.61 -1.55 -6.27
H 0.51 2.15 -1.89
C -2.26 1.17 3.83
C -1.12 -0.06 -4.71
H 6.93 -0.67 2.61
I 1.33 -1.60 3.59
H -7.33 -3.62 -3.77
Si 0.58 2.57 1.59
H -2.31 -3.62 -4.45
H -0.09 -0.14 -5.05
H 3.79 -0.81 1.34
C -1.20 0.79 -3.47
H -4.97 -4.99 -4.71
I -3.31 0.31 1.15
H -6.05 -3.49 -2.54
H 0.84 -3.34 0.03
H 2.76 1.08 3.92
C 0.72 4.22 3.74
C -0.17 3.96 4.93
H -2.84 2.07 3.97
H -1.45 1.09 4.56
C 0.61 -2.89 2.06
C 2.74 3.07 3.07
H -6.60 -5.07 -3.11
H 4.56 -1.50 -0.08
C -0.05 1.31 -1.49
```

Net charge: 0
Frontier orbital gap in hartree: 0.362

Record 4
Below is a cluster of 2 separate species, C2H3FO2S in total, with properties calculated with the ωB97M-V functional and the def2-TZVPD basis.

```
9
C2H3FO2S (the ωB97M-V functional and the def2-TZVPD basis)
O -0.17 -1.46 -1.03
H 1.35 -2.70 3.49
O 0.82 -1.86 3.40
S 1.80 -0.59 3.35
H 0.35 1.30 0.13
C -0.37 -0.35 -0.74
F 2.15 -0.44 1.77
C -0.49 0.91 -0.46
H -1.32 1.52 -0.85
```

Energy above the lowest of the compared OMol25 structures with the same formula, charge and spin in kcal per mole: 42.4
Net charge: 0
Frontier orbital gap in hartree: 0.353
SMILES: C=C=O.OSF

Record 5
Below is a structure of composition C13H10Cl3MnO9, with properties calculated with the ωB97M-V functional and the def2-TZVPD basis.

```
36
C13H10Cl3MnO9 (the ωB97M-V functional and the def2-TZVPD basis)
C -0.15 3.76 -0.95
C -1.77 -1.30 1.92
C 0.92 4.19 1.16
C 0.60 1.89 0.46
H -0.87 -1.20 2.54
C 1.06 2.85 1.39
C 0.31 4.65 -0.02
O 0.41 -2.35 -1.65
O 1.12 -3.99 1.89
Cl 3.70 -3.52 -2.81
C -2.33 0.08 1.68
H 1.43 -3.80 -3.33
O -0.49 0.25 -1.69
H 1.53 2.48 2.29
O -2.38 0.64 0.62
C 1.57 -2.03 -2.12
O 2.17 -1.03 -1.73
Mn 0.37 -0.87 -0.34
C -0.01 2.37 -0.73
Cl 0.15 6.36 -0.27
H -2.50 -1.90 2.46
H 1.28 4.91 1.88
H -1.02 1.94 -2.58
O 0.75 0.63 0.73
H -0.95 -3.71 -0.10
C -0.53 1.49 -1.71
Cl 2.07 -2.06 -4.75
O -2.78 0.60 2.83
C 2.09 -2.95 -3.22
C -0.89 -3.21 0.87
H -0.62 4.11 -1.86
H -3.11 1.49 2.63
O 1.17 -1.97 0.94
H -1.45 -3.78 1.61
O -1.46 -1.91 0.68
C 0.59 -3.10 1.29
```

Expectation value of S²: 6.044
Energy above the lowest of the compared OMol25 structures with the same formula, charge and spin in kcal per mole: 0.0
2S+1: 5
Net charge: 0
Frontier orbital gap (spin up / spin down) in hartree: 0.287 / 0.287

Record 6
Below is the ion CH6NOS with charge +1, with properties calculated with the ωB97M-V functional and the def2-TZVPD basis.

```
10
CH6NOS (the ωB97M-V functional and the def2-TZVPD basis)
N -0.40 0.45 -1.05
S 1.65 -0.63 0.35
O -1.03 -0.81 0.73
C -0.03 0.08 0.42
H -0.70 -0.55 -1.42
H -0.09 0.97 1.03
H 0.29 0.86 -1.72
H -0.80 -1.52 1.32
H 2.33 0.20 1.34
H -1.22 0.97 -0.99
```

Energy above the lowest of the compared OMol25 structures with the same formula, charge and spin in kcal per mole: 11.3
Net charge: +1
Frontier orbital gap in hartree: 0.395
SMILES: [NH3+][C@@H](O)S

Record 7
Below is an isolated molecule of C4H11NS, with properties calculated with the ωB97M-V functional and the def2-TZVPD basis.

```
17
C4H11NS (the ωB97M-V functional and the def2-TZVPD basis)
H -3.30 -0.04 1.24
C -0.55 -0.44 0.17
H 1.94 1.58 -0.63
H 1.90 -1.17 0.90
H -1.48 0.26 -1.55
C -1.62 0.32 -0.45
H 2.66 -0.97 -0.74
N 0.72 -0.08 -0.42
H 0.34 1.96 0.03
S -3.27 -0.21 -0.13
H 1.46 1.18 1.07
H -1.62 1.42 -0.26
C 1.74 -1.12 -0.17
H -0.86 -1.55 0.01
H -0.49 -0.35 1.31
H 1.30 -2.05 -0.41
C 1.14 1.25 0.04
```

Energy above the lowest of the compared OMol25 structures with the same formula, charge and spin in kcal per mole: 23.4
Net charge: 0
Frontier orbital gap in hartree: 0.355
SMILES: CN(C)CCS

Record 8
Below is an isolated molecule of C8H14N2O4, with properties calculated with the ωB97M-V functional and the def2-TZVPD basis.

```
28
C8H14N2O4 (the ωB97M-V functional and the def2-TZVPD basis)
O -1.52 0.54 1.58
O -1.06 -1.24 -3.49
C 0.36 -0.80 1.10
H -1.81 0.78 -3.09
H 3.20 -0.17 2.14
N 0.98 0.26 0.43
H 0.26 -1.83 -1.92
H -1.76 -1.73 -3.05
H 0.73 -0.49 -2.88
O 0.70 1.95 -1.08
O -1.78 -1.74 1.55
H 0.34 -0.71 3.16
C 0.37 0.83 -0.69
C 1.16 -0.85 2.44
C -0.10 -0.98 -2.43
H 0.67 -1.76 0.71
H 2.33 0.79 3.39
H -0.89 1.21 1.24
H 1.38 2.24 1.28
H 2.72 1.44 0.66
H -0.47 1.69 -2.70
C 1.84 1.18 1.24
C -0.68 0.18 -1.45
N -1.26 1.19 -2.33
H -1.46 -0.33 -0.96
H 1.61 -1.79 2.76
C 2.22 0.25 2.40
C -1.11 -0.73 1.39
```

Energy above the lowest of the compared OMol25 structures with the same formula, charge and spin in kcal per mole: 46.3
Net charge: 0
Frontier orbital gap in hartree: 0.357
SMILES: N[C@@H](CO)C(=O)N1CCC[C@H]1C(=O)O

Calculated DFT total energy in order - -148011.685; -127784.460; -82763.484; -19768.106; -100960.996; -15499.414; -16650.781; -19692.279 eV
Calculated max |F| in order - 0.020; 0.136; 0.030; 0.024; 0.008; 0.076; 0.060; 0.089 hartree/bohr